This record from the Open Molecules 2025 dataset describes a structure of composition C46H70BFN8SSiTeY. The level of theory is ωB97M-V/def2-TZVPD.

Summary:
largest force on an atom = 0.0082 hartree/bohr
2S+1 = 1
charge = -1
Kohn-Sham gap = 6.2030 eV
E_tot = -91211.375 eV
HOMO = -4.132 eV

CARTESIAN COORDINATES (ANGSTROEM)
Y 0.1648 -1.3578 0.4940
C -1.7103 -0.4962 -5.1166
C -2.5310 0.7713 -4.9078
C -4.0116 0.4316 -4.7094
C -2.0264 1.5779 -3.7446
C -2.3126 2.9187 -3.4150
C -1.6386 3.1442 -2.2345
C -1.6429 4.3970 -1.4148
C -2.0093 5.6166 -2.2573
C -2.5949 4.2679 -0.2224
N -0.9952 1.9955 -1.8998
N -1.2478 1.0365 -2.8337
B 0.0611 1.4510 -0.8971
N 1.4377 1.1888 -1.5400
N 1.7914 -0.1375 -1.5753
C 2.8503 -0.2215 -2.3708
C 3.2107 1.0554 -2.8385
C 2.2677 1.9146 -2.3188
C 2.0434 3.3608 -2.6426
C 1.3388 3.5022 -3.9963
C 3.3586 4.1381 -2.6541
C 3.5370 -1.5049 -2.7607
C 2.6183 -2.7179 -2.7109
C 4.8117 -1.7376 -1.9429
N 0.0169 1.9578 0.5895
N -0.6512 1.0382 1.3513
C -0.9151 1.5970 2.5224
C -0.3436 2.8772 2.5701
C 0.2509 3.0641 1.3350
C 1.1256 4.2098 0.9166
C 2.5942 3.7886 0.8876
C 0.9352 5.4209 1.8262
C -1.7874 0.8881 3.5161
C -3.2568 1.0429 3.1112
C -1.5643 1.3852 4.9398
H -2.0793 -1.0463 -5.9852
H -0.6551 -0.2672 -5.2675
H -1.7753 -1.1434 -4.2414
H -2.4465 1.3990 -5.8031
H -4.1283 -0.2017 -3.8274
H -4.6118 1.3306 -4.5600
H -4.4058 -0.1086 -5.5730
H -2.9208 3.6190 -3.9631
H -0.6306 4.5686 -1.0473
H -3.0403 5.5516 -2.6110
H -1.9227 6.5245 -1.6572
H -1.3555 5.7087 -3.1258
H -3.6188 4.1595 -0.5879
H -2.3648 3.3985 0.3892
H -2.5501 5.1580 0.4108
H -0.3479 0.3401 -0.7770
H 4.0107 1.2947 -3.5202
H 1.3983 3.7830 -1.8693
H 1.9915 3.1316 -4.7900
H 0.4089 2.9393 -4.0319
H 1.1174 4.5533 -4.2001
H 4.0123 3.7658 -3.4455
H 3.1761 5.1975 -2.8463
H 3.8912 4.0425 -1.7080
H 3.8405 -1.3495 -3.8033
H 2.3353 -2.9498 -1.6846
H 1.7028 -2.5500 -3.2778
H 3.1312 -3.5916 -3.1199
H 4.5626 -1.9587 -0.9035
H 5.3591 -2.5979 -2.3344
H 5.4711 -0.8666 -1.9785
H -0.3497 3.5676 3.3962
H 0.8479 4.5192 -0.0889
H 2.9407 3.5769 1.9007
H 2.7452 2.8916 0.2883
H 3.2108 4.5907 0.4768
H 1.2654 5.1971 2.8430
H 1.5313 6.2586 1.4608
H -0.1097 5.7318 1.8673
H -1.5480 -0.1760 3.4534
H -3.5547 2.0949 3.1379
H -3.4143 0.6675 2.1003
H -3.9018 0.4848 3.7933
H -1.8584 2.4339 5.0361
H -2.1669 0.8055 5.6407
H -0.5190 1.3019 5.2440
C -2.1683 -2.5831 4.9717
Si -0.6692 -2.8324 3.8267
C -0.0414 -4.5872 4.0790
C 0.6593 -1.6961 4.5139
N -1.0981 -2.3904 2.2034
C -2.3422 -2.7802 1.7467
C -3.0721 -3.9018 2.1942
C -4.3242 -4.2264 1.6934
C -4.9250 -3.4573 0.7073
C -4.2387 -2.3506 0.2201
C -3.0055 -2.0600 0.7405
F -2.3368 -0.9692 0.2349
H -2.5423 -3.5257 5.3765
H -2.9972 -2.1026 4.4469
H -1.8922 -1.9479 5.8179
H 0.0684 -4.7706 5.1530
H 0.9343 -4.7183 3.6101
H -0.7073 -5.3509 3.6744
H 0.9053 -2.0210 5.5289
H 0.3001 -0.6669 4.5782
H 1.5729 -1.7324 3.9218
H -2.6279 -4.5382 2.9473
H -4.8317 -5.1030 2.0779
H -5.8974 -3.7158 0.3107
H -4.6378 -1.7186 -0.5625
C -0.5288 -2.8570 -1.2300
H 0.1600 -3.6902 -1.4046
H -0.5616 -2.2728 -2.1636
H -1.5250 -3.2997 -1.1029
Te 2.6672 -3.0689 1.3458
C 2.0142 -4.9878 0.7321
C 2.9376 -5.9522 0.3312
C 2.5239 -7.2191 -0.0594
C 1.1761 -7.5463 -0.0585
C 0.2471 -6.5934 0.3382
C 0.6604 -5.3293 0.7324
H 3.9926 -5.7053 0.3222
H 3.2602 -7.9520 -0.3698
H 0.8516 -8.5323 -0.3686
H -0.8109 -6.8293 0.3352
H -0.0790 -4.5979 1.0334
S 3.8123 1.1818 3.3589
C 4.4993 0.7603 1.8474
C 3.5424 0.2551 1.0328
N 2.2815 0.1854 1.5835
C 2.2902 0.6549 2.7954
H 5.5465 0.8939 1.6395
H 3.6918 -0.0998 0.0279
H 1.4161 0.7030 3.4227

Forces on atoms 1 to 3 (eV/Å):
0.333 0.104 0.238
0.003 -0.026 -0.005
-0.042 0.037 0.001

=====

This record from the Open Molecules 2025 dataset describes a cluster of 7 separate species, C46H72BrN8O3PS in total. The level of theory is ωB97M-V/def2-TZVPD.

Summary:
largest force on an atom = 0.0512 hartree/bohr
2S+1 = 1
charge = 0
Kohn-Sham gap = 7.7777 eV
E_tot = -157095.907 eV
HOMO = -8.571 eV

CARTESIAN COORDINATES (ANGSTROEM)
H -1.1914 2.8674 -4.6382
N -1.3378 3.0774 -3.6405
C -2.5267 2.6532 -3.3947
C -3.1070 2.8258 -1.9612
C -3.3855 2.0013 -4.5508
C -3.0156 0.5108 -4.8607
C -1.7006 0.1795 -5.4449
C -1.2685 -1.1757 -5.7557
C 0.1272 -1.5001 -6.3632
C 1.2464 -1.7795 -5.3140
O 1.6981 -2.8666 -5.1766
Br 2.0077 -0.3509 -4.1807
C -2.2227 -2.2451 -5.4965
C -3.5402 -1.9184 -4.9466
C -3.9766 -0.5788 -4.6014
P -5.6848 -0.3731 -3.8962
S -5.7100 -1.2610 -2.1474
C -4.2589 -3.2985 -4.8648
O -5.4473 -3.3939 -4.7943
N -3.2551 -4.3481 -4.9475
C -3.0140 -4.6625 -3.4959
C -1.9287 -5.7603 -3.2405
C -1.8895 -6.0277 -1.6755
C -1.6369 -4.7172 -0.8326
C -2.8706 -4.2919 0.0817
C -2.4103 -4.1158 1.5875
C -1.4921 -2.8541 1.8120
C -2.0119 -1.5302 1.1443
C -0.8628 -0.4290 1.3664
C -2.1407 -3.7909 -5.6833
O -1.2986 -4.3378 -6.3306
H -2.4876 3.6043 -1.4250
H -3.0341 1.8913 -1.3396
H -4.1716 3.1745 -1.9474
H -3.3452 2.6602 -5.4528
H -4.4449 2.0089 -4.1924
H -1.0067 1.0337 -5.6227
H 0.0270 -2.3281 -7.1136
H 0.4267 -0.5923 -6.9614
H -6.1095 0.9809 -3.8555
H -6.5527 -1.1453 -4.7379
H -3.9805 -5.0725 -3.0897
H -2.8210 -3.6889 -2.9729
H -2.2788 -6.7299 -3.6938
H -0.9217 -5.5255 -3.6641
H -1.0895 -6.7661 -1.3972
H -2.8635 -6.4666 -1.3201
H -0.7678 -4.8310 -0.1336
H -1.3995 -3.8172 -1.4641
H -3.3426 -3.3379 -0.2860
H -3.6850 -5.0635 0.0967
H -3.2647 -4.1140 2.3095
H -1.7703 -5.0184 1.8137
H -0.5031 -3.0795 1.3338
H -1.3030 -2.6965 2.9033
H -2.9738 -1.1874 1.5969
H -2.0718 -1.6538 0.0279
H -0.4186 -0.1172 0.3831
H -0.0412 -0.8875 1.9671
H -1.3118 0.4359 1.9108
C 5.2267 -2.9699 -0.7886
C 4.4297 -3.5138 -1.9698
C 3.0329 -2.8973 -2.0776
C 2.2538 -3.1971 -0.8518
N 1.6548 -3.4347 0.0964
H 4.7473 -3.2048 0.1636
H 6.2246 -3.4134 -0.7668
H 5.3383 -1.8847 -0.8579
H 4.3487 -4.5998 -1.8739
H 4.9787 -3.3130 -2.8935
H 2.5076 -3.3051 -2.9423
H 3.1010 -1.8179 -2.2019
C 4.3636 1.4699 2.9197
C 3.7966 1.2929 1.5165
C 2.6362 2.2483 1.2194
C 1.5204 2.0090 2.1706
N 0.6587 1.8225 2.9056
H 3.6172 1.2457 3.6845
H 5.2025 0.7931 3.0780
H 4.7171 2.4909 3.0736
H 3.4644 0.2575 1.3951
H 4.5928 1.4623 0.7855
H 2.2717 2.0947 0.2015
H 2.9620 3.2867 1.3092
C -5.8712 6.5362 1.0682
C -5.3774 7.1418 -0.2397
C -4.6978 6.1139 -1.1531
C -3.5092 5.5237 -0.4804
N -2.5918 5.0664 0.0380
H -5.0481 6.1411 1.6615
H -6.3733 7.2948 1.6734
H -6.5784 5.7278 0.8817
H -4.6811 7.9546 -0.0152
H -6.2248 7.5830 -0.7711
H -4.3753 6.5922 -2.0802
H -5.3931 5.3113 -1.4089
C 9.8834 -0.4594 1.3551
C 9.1015 -0.9549 0.1434
C 7.7332 -0.2828 0.0021
C 6.8998 -0.5654 1.1990
N 6.2569 -0.7859 2.1241
H 9.3656 -0.6884 2.2888
H 10.8609 -0.9427 1.3995
H 10.0408 0.6211 1.3053
H 8.9745 -2.0381 0.2211
H 9.6860 -0.7641 -0.7601
H 7.2187 -0.6592 -0.8842
H 7.8461 0.7983 -0.1053
C -2.0337 3.2792 3.5112
C -3.1393 3.3475 4.5575
C -4.4247 2.6442 4.1104
C -4.9475 3.2781 2.8748
N -5.3511 3.7694 1.9199
H -2.3233 3.7907 2.5897
H -1.1300 3.7648 3.8807
H -1.7853 2.2461 3.2661
H -3.3490 4.3975 4.7816
H -2.7874 2.8859 5.4838
H -5.1817 2.7113 4.8942
H -4.2364 1.5870 3.9112
C 3.5294 0.3983 7.9479
C 3.7756 1.8077 8.4757
C 3.6155 2.8832 7.3978
C 4.5913 2.6555 6.3013
N 5.3455 2.4795 5.4544
H 4.2526 0.1259 7.1764
H 3.6254 -0.3311 8.7542
H 2.5255 0.3075 7.5254
H 4.7818 1.8575 8.9006
H 3.0736 2.0117 9.2880
H 3.7875 3.8729 7.8245
H 2.6050 2.8638 6.9839

Forces on atoms 1 to 3 (eV/Å):
0.472 0.333 0.321
-1.360 -0.623 -0.342
0.189 0.044 0.247